Density functional theory data (wB97M-V/def2-TZVPD) for a structure of composition C30H47BIrO2P2 at a distorted geometry.

Results
HOMO level (spin up / spin down) = -0.3085 / -0.3829 hartree
ΔE to the lowest compared entry with this formula, charge and spin = 78.4 kcal per mole
Net charge = +1
Multiplicity = 5
E_tot = -2133.22770 hartree

The geometry in XYZ format:
```
83
C30H47BIrO2P2, DFT wB97M-V/def2-TZVPD
Ir -0.4310 -0.0787 -2.7092
C -0.8545 -1.4776 0.1344
C 0.4097 -1.2987 -0.6780
C 0.5822 -0.2460 1.4407
C -0.7580 -0.7326 1.3069
C 1.3013 -0.5922 0.3035
C -1.9506 -2.4532 0.0003
H -1.8143 -3.1840 -0.7914
H -2.9108 -1.9468 -0.1624
H -2.0397 -3.0188 0.9384
C -1.8040 -0.5985 2.3410
H -2.8159 -0.7134 1.9287
H -1.7604 0.3928 2.8141
H -1.6704 -1.3484 3.1453
C 1.0874 0.3968 2.6770
H 1.0002 -0.2794 3.5397
H 0.5200 1.3035 2.9183
H 2.1351 0.6894 2.5833
C 2.7784 -0.7567 0.3563
H 3.0424 -1.6693 0.9363
H 3.2580 0.0729 0.8916
H 3.2180 -0.8451 -0.6421
C 1.1309 -2.4823 -1.2298
H 1.3228 -3.1563 -0.3846
H 2.1010 -2.2089 -1.6635
H 0.6219 -3.0529 -2.0011
C -1.9136 1.1022 -5.0408
C -1.9589 -0.3505 -4.9938
C -1.2598 -1.1677 -6.0339
C 0.2372 -1.1370 -5.6955
C 0.6304 -0.3343 -4.4200
C 0.9024 1.0500 -4.6227
C 0.4219 1.9013 -5.7371
C -1.0474 1.7405 -6.1493
H -1.4606 -0.8957 -7.0825
H 0.7857 -0.7430 -6.5621
H -1.6257 -2.1908 -5.9812
H -1.1091 1.1537 -7.0625
H -2.9348 1.4135 -5.2450
H -2.9159 -0.7558 -4.6127
H -1.4682 2.7250 -6.4196
H 0.5991 2.9543 -5.4729
H 1.8746 1.4665 -4.2883
H 1.0588 1.7510 -6.6253
H 0.5827 -2.1834 -5.5654
H 1.3675 -0.9319 -3.8316
P -1.7256 1.7048 -3.2705
P 1.4979 1.7401 -1.8933
C -0.8006 3.2691 -3.0267
C 0.7316 3.2585 -2.6781
H -1.3351 3.7759 -2.2225
H -0.9103 3.8748 -3.9282
H 1.3321 3.4594 -3.5728
H 0.9501 4.0416 -1.9356
C 2.2562 2.4470 -0.4014
H 2.8901 1.6883 0.0573
H 1.4870 2.7772 0.2972
H 2.8673 3.2821 -0.7611
C 3.1209 1.0639 -2.5388
H 3.6425 1.8885 -3.0468
H 2.9925 0.2159 -3.2208
H 3.7230 0.7168 -1.6929
C -3.4731 1.4245 -2.8256
H -3.5753 0.4457 -2.3497
H -4.1131 1.4414 -3.7127
H -3.7991 2.2325 -2.1637
C -1.3583 -1.9193 -2.9763
H -1.0354 -2.7466 -2.3055
H -1.2116 -2.3156 -4.0020
H -2.4104 -1.7827 -2.7856
O -2.4480 0.9853 -0.4043
B -1.0985 0.9826 -1.0191
O -0.4032 2.0107 -0.2192
C -1.2624 2.5788 0.6957
C -1.0261 3.4819 1.7498
C -2.1362 3.8674 2.5148
C -3.4208 3.4119 2.2097
C -3.6414 2.5004 1.1749
C -2.5291 2.0324 0.4917
H -0.0361 3.8871 1.9897
H -2.0012 4.5337 3.3612
H -4.2529 3.7528 2.8010
H -4.6472 2.1581 0.9209
```

***

Density functional theory data (wB97M-V/def2-TZVPD) for a structure of composition C30H47Cl2FN4O3OsP2Sb at a distorted geometry.

Results
HOMO level (spin up / spin down) = -0.5813 / -0.5855 hartree
ΔE to the lowest compared entry with this formula, charge and spin = 0.0 kcal per mole
Net charge = +3
Multiplicity = 5
E_tot = -3649.12237 hartree

The geometry in XYZ format:
```
91
C30H47Cl2FN4O3OsP2Sb, DFT wB97M-V/def2-TZVPD
Os 1.1457 -0.9887 -0.7353
C 1.2467 -3.1864 4.6703
N 1.5983 -2.1852 3.6589
C 2.5546 -1.1626 4.0957
P 0.6306 -1.9026 2.3769
O 1.3421 -1.0447 1.3609
O 0.3652 -3.4017 1.8273
P 0.4715 -3.9457 0.3062
O 0.1565 -2.7630 -0.6186
N -0.6014 -5.1192 0.0941
C -1.7756 -4.9864 -0.7763
C -0.5618 -6.3213 0.9346
N 1.9847 -4.5681 0.2674
C 3.1181 -3.8597 0.8691
C 2.3326 -5.5437 -0.7765
N -0.8927 -1.3419 2.6312
C -1.2516 0.0404 2.2879
C -1.7333 -1.9744 3.6545
H 0.9179 -2.7101 5.5959
H 2.1244 -3.7926 4.8995
H 0.4600 -3.8444 4.3083
H 2.1759 -0.6074 4.9570
H 2.7641 -0.4718 3.2819
H 3.4874 -1.6438 4.3914
H -1.7319 -4.0460 -1.3186
H -2.6930 -5.0239 -0.1880
H -1.7934 -5.8060 -1.4950
H 0.3367 -6.3276 1.5488
H -0.5614 -7.2119 0.3054
H -1.4384 -6.3591 1.5824
H 2.9004 -3.6000 1.9036
H 3.3908 -2.9447 0.3335
H 3.9787 -4.5251 0.8598
H 1.4330 -6.0389 -1.1350
H 2.9924 -6.2974 -0.3481
H 2.8427 -5.0748 -1.6199
H -0.4655 0.4878 1.6812
H -1.3961 0.6519 3.1806
H -2.1853 0.0407 1.7214
H -1.3912 -1.7539 4.6679
H -1.7635 -3.0536 3.5068
H -2.7451 -1.5862 3.5560
Cl 3.1616 -2.1790 -2.3976
C 2.3763 -1.3237 -3.7226
Cl 0.8150 -0.7210 -3.0687
H 2.1680 -1.9985 -4.5472
H 2.9823 -0.4714 -4.0134
C -2.3396 -0.4087 -1.3522
C -2.9562 0.8552 -1.8911
C -4.2763 0.8057 -2.3404
C -4.8826 1.9143 -2.9061
C -4.1763 3.1015 -3.0436
C -2.8604 3.1706 -2.6176
C -2.2645 2.0564 -2.0270
Sb -0.2695 2.3691 -1.2429
C -0.6624 3.5440 0.5429
C -1.8580 4.2552 0.5273
C -2.1871 5.0578 1.6070
C -1.3273 5.1351 2.6943
C -0.1570 4.3956 2.7064
C 0.1947 3.5638 1.6405
C 1.4638 2.7652 1.7463
C 0.5282 3.6125 -2.7930
C 0.0498 3.3776 -4.0810
C 0.4935 4.1678 -5.1270
C 1.4305 5.1656 -4.8818
C 1.9171 5.3735 -3.5993
C 1.5061 4.5797 -2.5311
C 2.1034 4.7618 -1.1668
H -2.0230 -1.0493 -2.1806
H -3.0669 -0.9748 -0.7705
H -1.4703 -0.2037 -0.7102
H -4.8290 -0.1216 -2.2501
H -5.9088 1.8575 -3.2429
H -4.6444 3.9792 -3.4684
H -2.3047 4.0911 -2.7470
H -2.5328 4.1920 -0.3146
H -3.1142 5.6142 1.5915
H -1.5735 5.7658 3.5378
H 0.5128 4.4524 3.5558
H 2.3350 3.3978 1.5619
H 1.4975 1.9295 1.0452
H 1.5716 2.3796 2.7606
H -0.6913 2.6089 -4.2679
H 0.1071 4.0071 -6.1242
H 1.7914 5.7756 -5.6990
H 2.6521 6.1465 -3.4155
H 2.9727 5.4135 -1.2091
H 2.4129 3.7986 -0.7519
H 1.3771 5.2143 -0.4864
F 2.1857 0.5942 -0.8340
```

***

Density functional theory data (wB97M-V/def2-TZVPD) for a structure of composition C30H47Cl2N4O7SSiZn at a distorted geometry.

Results
HOMO level = -0.2046 hartree
ΔE to the lowest compared entry with this formula, charge and spin = 0.0 kcal per mole
Net charge = -1
Multiplicity = 1
E_tot = -5304.71481 hartree

The geometry in XYZ format:
```
93
C30H47Cl2N4O7SSiZn, DFT wB97M-V/def2-TZVPD
C -0.9759 4.8768 2.0818
C -1.2673 5.6658 0.8394
H -0.2566 5.4084 2.7132
H -0.5622 3.8946 1.8146
H -1.8871 4.7106 2.6802
C -1.1363 7.0003 0.7473
C -0.6680 7.8853 1.8519
H -1.3948 7.5256 -0.1782
H 0.2102 7.4738 2.3691
H -1.4433 8.0866 2.6053
H -0.3715 8.8474 1.4204
Zn 1.1185 -1.9256 0.6485
Cl -0.2576 -0.4129 1.6475
C -0.7670 -1.7162 -1.5129
O 0.4707 -1.7167 -1.2891
N -1.2600 -1.4413 -2.7270
C -0.3915 -1.1359 -3.8625
C -2.6794 -1.1819 -2.8880
H -1.5013 -1.9285 -0.7102
H 0.5212 -1.7358 -3.7977
H -0.1087 -0.0676 -3.8901
H -0.9579 -1.4028 -4.7652
H -3.2004 -1.6952 -2.0732
H -3.0081 -1.5928 -3.8453
H -2.9208 -0.1066 -2.8362
H 2.5830 -6.4917 -2.3484
H 1.4582 -7.8805 -0.3331
C 3.1327 -5.9617 -1.5596
C 2.1185 -7.2600 0.2885
N 2.3571 -5.9642 -0.3341
H 3.3314 -4.9330 -1.8653
C 1.8500 -4.8323 0.1601
O 1.9491 -3.7056 -0.3645
H 1.6498 -7.1001 1.2643
H 1.3143 -4.9739 1.1100
H 4.0666 -6.5042 -1.3778
H 3.0627 -7.8002 0.4160
H 3.6930 -0.0668 3.6870
H 2.2714 1.1164 1.7022
C 4.5286 -0.1762 2.9743
C 3.3029 1.2247 1.3384
N 4.0658 0.0137 1.6097
H 4.9438 -1.1899 3.0550
C 3.9652 -1.0412 0.7722
O 3.1322 -1.1277 -0.1478
H 3.3031 1.4204 0.2630
H 4.6625 -1.8692 0.9987
H 5.2988 0.5732 3.2161
H 3.7902 2.0472 1.8644
O -0.5052 4.0151 -0.6687
C -1.6455 4.8172 -0.3696
C -1.2941 6.3500 -2.3853
C -2.1514 5.6258 -1.5539
H -0.2136 6.2646 -2.2435
C -1.8341 7.2184 -3.3444
H -2.4323 4.1273 -0.0223
C -3.5392 5.7382 -1.6981
H -1.1492 7.8109 -3.9557
C -3.2207 7.3597 -3.4704
C -4.0740 6.6190 -2.6393
H -4.1589 5.1564 -1.0108
H -3.6287 8.0652 -4.2000
H -5.1532 6.7555 -2.6865
Si -0.0965 2.8511 -1.7888
Cl 2.2587 -2.5575 2.6543
C 1.3104 3.6055 -2.7620
C -1.5253 2.4385 -2.9181
C 0.4947 1.3861 -0.8295
H 0.9924 4.5100 -3.2991
H 1.6839 2.8777 -3.4919
H 2.1252 3.8817 -2.0781
H 1.0744 1.6899 0.0530
H 1.1186 0.7019 -1.4215
H -0.3511 0.8157 -0.4318
H -1.9283 3.3305 -3.4151
H -2.3517 1.9497 -2.3839
H -1.1463 1.7615 -3.6966
O -3.8473 -6.7051 1.6430
S -3.3900 -5.6216 2.4782
O -4.2894 -5.0805 3.4669
N -2.6161 -4.4826 1.6427
C -1.2812 -4.3903 1.7923
O -0.5388 -3.6610 1.0959
C -0.8240 -5.3343 2.8714
C 0.4505 -5.5887 3.3958
C 0.6373 -6.6350 4.3081
C -0.4571 -7.4272 4.7077
C -1.7399 -7.1752 4.1904
C -1.8735 -6.1186 3.2870
H 1.2538 -4.9108 3.1289
H 1.6297 -6.8427 4.7212
H -0.3088 -8.2370 5.4222
H -2.6003 -7.7871 4.4732
```

***

Density functional theory data (wB97M-V/def2-TZVPD) for a cluster of 3 separate species, C30H47ClF5IN4O9PS3 in total at a distorted geometry.

Results
HOMO level = -0.3745 hartree
Net charge = +1
Multiplicity = 1
E_tot = -4860.28238 hartree

The geometry in XYZ format:
```
101
C30H47ClF5IN4O9PS3, DFT wB97M-V/def2-TZVPD
C -2.7175 2.5671 6.5558
C -1.6172 3.5664 6.1540
C -0.9182 3.2031 4.8543
O 0.0287 2.1271 5.1068
C -0.1593 1.1049 4.2323
O 0.4540 1.0581 3.2154
C -1.1420 0.0151 4.6005
S -2.6741 0.1379 3.6787
N -2.2033 -0.3011 2.0638
C -2.1489 0.7188 1.1625
C -1.7703 0.5786 -0.1198
P -1.8791 2.1678 -1.0804
C -3.4805 2.8857 -0.5433
O -0.7609 3.1476 -0.4060
C -1.3737 -0.7206 -0.5987
C -0.8746 -0.9483 -1.9292
S -0.5135 0.2747 -3.1967
O 0.1957 -0.3227 -4.2977
O 0.2896 1.3582 -2.6921
C -2.0764 0.8936 -4.0867
F -1.9069 0.6373 -5.3861
F -2.2319 2.2069 -3.9835
C -3.3648 0.1099 -3.6998
F -3.1462 -1.1988 -3.9024
F -4.3381 0.4742 -4.5262
F -3.7497 0.2984 -2.4391
C -0.6026 -2.2759 -2.2890
N -0.1628 -2.7605 -3.5583
C -0.7500 -3.3151 -1.3763
C -1.1684 -3.1594 -0.0940
C -1.2630 -4.4506 0.6798
C -2.7471 -4.8972 0.7813
C -3.0815 -5.7750 1.9997
I -1.5639 -7.1867 2.5172
C -1.4900 -1.8183 0.3401
C -1.9034 -1.5501 1.6633
Cl -2.0301 -2.7036 2.9053
O -2.1207 4.9136 6.1092
C -2.7007 5.2330 4.9096
O -2.1190 5.8736 4.1018
C -4.1387 4.7768 4.6767
S -4.6538 5.0104 2.9492
H -3.4810 3.0808 7.1286
H -3.1605 2.1151 5.6654
H -2.2957 1.7496 7.1362
H -0.8885 3.5407 6.9594
H -1.6330 2.8428 4.1120
H -0.3522 4.0578 4.4944
H -1.4118 0.0896 5.6529
H -0.6273 -0.9346 4.4765
H -2.4367 1.6731 1.5749
H -4.3180 2.3614 -0.9922
H -3.5799 2.8975 0.5471
H -3.5135 3.9272 -0.8547
H -1.0284 3.4315 0.4804
H -0.7587 -2.3726 -4.2782
H 0.7876 -2.4442 -3.7199
H -0.4950 -4.3039 -1.7162
H -0.7767 -5.2260 0.0978
H -0.7617 -4.4355 1.6378
H -3.0264 -5.4471 -0.1137
H -3.4048 -4.0293 0.8544
H -3.3710 -5.1862 2.8617
H -3.9553 -6.3686 1.7501
H -4.8247 5.3356 5.3073
H -4.2585 3.7135 4.8482
H -4.4075 6.3155 2.7728
C 4.1997 2.1487 -6.6969
C 3.3678 2.0332 -5.4228
C 4.0990 2.5070 -4.1571
O 5.0736 1.6115 -3.6563
C 6.3222 1.6436 -4.3224
N 2.8865 0.6556 -5.2915
H 4.9295 1.3448 -6.7859
H 3.5530 2.0886 -7.5722
H 4.7312 3.1017 -6.7395
H 2.4956 2.6834 -5.5426
H 3.3574 2.6003 -3.3590
H 4.5367 3.5043 -4.3016
H 6.5768 2.6536 -4.6557
H 6.3327 0.9591 -5.1736
H 7.0820 1.3072 -3.6171
H 2.2423 0.6071 -4.5097
H 3.6754 0.0845 -4.9971
C 5.0352 -2.5671 -0.0338
C 3.6634 -1.9122 -0.1519
C 2.6801 -2.3201 0.9546
O 2.1277 -3.6191 0.8125
C 2.9621 -4.6838 1.2445
N 3.1179 -2.1813 -1.4877
H 5.0314 -3.5997 -0.3816
H 5.7581 -2.0291 -0.6454
H 5.3937 -2.5529 0.9972
H 3.8087 -0.8321 -0.0616
H 1.8260 -1.6340 0.9075
H 3.1241 -2.2027 1.9516
H 3.5623 -4.3998 2.1123
H 3.6128 -5.0239 0.4375
H 2.3166 -5.5176 1.5223
H 2.2604 -1.6456 -1.6064
H 2.8123 -3.1520 -1.5056
```

***

Density functional theory data (wB97M-V/def2-TZVPD) for a cluster of 2 separate species, C30H47F3N2O7S in total at a distorted geometry.

Results
HOMO level = -0.2752 hartree
Multiplicity = 1
E_tot = -2505.23700 hartree

The geometry in XYZ format:
```
90
C30H47F3N2O7S, DFT wB97M-V/def2-TZVPD
C 0.8484 -0.5485 3.3096
C 1.9271 -1.6191 3.1742
C 3.3740 -1.2099 3.4861
C 3.8840 -0.0686 2.5864
C 4.2791 -0.5783 1.1944
C 4.2664 0.5486 0.1506
C 2.8705 1.2041 0.0530
C 1.7562 0.1789 -0.0689
C 0.3805 0.7752 -0.3450
O 0.1934 1.6748 0.7860
C 0.0114 3.0081 0.5744
O 0.9255 3.7618 0.5498
C -1.3908 3.5117 0.4897
C -2.1727 3.5037 1.6473
C -3.4899 3.9480 1.5706
C -4.0261 4.3793 0.3587
C -3.2273 4.3976 -0.7824
C -1.9064 3.9576 -0.7257
C 0.2918 1.4648 -1.7307
O 1.0614 2.2215 -2.2407
N -0.8713 1.0031 -2.3802
C -0.9731 -0.4153 -1.9945
C -2.3390 -0.8476 -2.5066
C -2.7618 -2.3160 -2.3370
O -1.7166 -3.2569 -2.3492
C -3.7514 -2.6834 -3.4363
F -3.2123 -2.5278 -4.6690
F -4.8722 -1.9640 -3.3708
F -4.0952 -3.9819 -3.3650
O 0.1747 -1.0854 -2.4481
C 0.2690 -1.3606 -3.8384
C 0.7773 -0.2337 -4.7268
C 2.3122 -0.0148 -4.7430
C 3.0711 -0.4322 -3.4896
C -0.7828 -0.3000 -0.4557
C -0.3804 -1.5819 0.2924
S -1.7036 -2.7739 0.6375
C -1.8457 -2.7605 2.4213
C -2.8785 -3.8222 2.8137
C -1.9877 0.3305 0.3324
O -2.8294 0.9835 -0.3223
O -1.9674 0.1732 1.5697
H -0.0722 -0.9524 2.8944
H 0.7348 -0.3138 4.3757
H 1.0732 0.3561 2.7463
H 1.6854 -2.4315 3.8601
H 1.9042 -2.0316 2.1699
H 3.9721 -2.0896 3.2513
H 3.5433 -0.9479 4.5313
H 4.7650 0.3770 3.0431
H 3.1236 0.6934 2.4523
H 5.2932 -0.9815 1.2436
H 3.6596 -1.4205 0.8944
H 4.9421 1.3373 0.4864
H 4.6289 0.1662 -0.8010
H 2.8820 1.9154 -0.7658
H 2.7528 1.7450 0.9848
H 2.0038 -0.6040 -0.7814
H 1.7000 -0.3023 0.8995
H -1.7517 3.1473 2.5754
H -4.0950 3.9279 2.4660
H -5.0582 4.6919 0.3186
H -3.6148 4.7250 -1.7350
H -1.2776 3.9617 -1.6042
H -1.7226 1.5237 -2.2009
H -2.3377 -0.6359 -3.5769
H -3.1178 -0.2273 -2.0812
H -3.3118 -2.4410 -1.4103
H -1.4354 -3.4399 -3.2501
H -0.6538 -1.7432 -4.2707
H 0.9854 -2.1781 -3.9194
H 0.4900 -0.5153 -5.7410
H 0.2884 0.7133 -4.5288
H 2.7079 -0.5422 -5.6118
H 2.4977 1.0378 -4.9403
H 2.8928 0.3072 -2.7137
H 4.1382 -0.3682 -3.7012
H 2.8400 -1.4335 -3.1450
H -0.0098 -1.2692 1.2551
H 0.4208 -2.1286 -0.1936
H -2.1837 -1.7991 2.8010
H -0.9000 -2.9879 2.9154
H -2.6704 -4.2168 3.8046
H -2.9363 -4.6272 2.0855
H -3.8697 -3.3778 2.8681
N -0.4814 2.1510 5.2798
H -1.1053 2.8413 5.7006
H 0.3586 2.0455 5.8515
H -0.9579 1.2460 5.2089
H -0.2134 2.4529 4.3370
```